Entry 1:
Density functional theory data (ωB97M-V/def2-TZVPD) for C4H8ClNO in the gas phase.

As for the energy above the lowest of the compared OMol25 structures with the same formula, charge and spin: 132.4 kJ/mol. Its HOMO energy is -0.32420 hartree. The value obtained for the LUMO energy is 0.78 eV. The SMILES is NC/C=C(/Cl)CO. As for the charge: 0. For the total energy, the calculation gives -20336.3790 eV. The gap between HOMO and LUMO is 9.60 eV. The largest force on an atom is 2.37 eV Å⁻¹.

Geometry (Å):
N1 1.2229 -1.3227 1.0611
C1 -0.1080 -0.8635 1.3755
C2 -0.4030 0.5552 0.9422
C3 -0.6965 1.0341 -0.2596
Cl1 -1.1179 2.7023 -0.4138
C4 -0.6404 0.3605 -1.6173
O1 0.7492 -0.0474 -1.6487
H1 1.9431 -0.6377 1.3413
H2 1.3171 -1.5443 0.0712
H3 -0.2566 -0.9560 2.4342
H4 -0.8190 -1.6148 0.8992
H5 -0.4611 1.1704 1.7759
H6 -0.8794 1.0619 -2.4150
H7 -1.2125 -0.5611 -1.6860
H8 1.3620 0.6631 -1.8603

Entry 2:
Density functional theory data (ωB97M-V/def2-TZVPD) for 2 unconnected molecules or ions with the total composition C4H8ClNO.

As for the energy above the lowest of the compared OMol25 structures with the same formula, charge and spin: 377.0 kJ/mol. Its HOMO energy is -0.28860 hartree. The value obtained for the LUMO energy is 0.69 eV. As for the charge: 0. For the total energy, the calculation gives -20333.8432 eV. The gap between HOMO and LUMO is 8.54 eV. The largest force on an atom is 4.07 eV Å⁻¹.

Geometry (Å):
C1 -1.8517 -0.8861 -0.0467
C2 1.2208 1.1621 -2.2168
C3 0.1129 -1.1185 1.3216
C4 1.7165 1.0787 -0.9584
N1 -2.5496 -0.2969 0.9293
O1 -0.6219 -1.1939 0.0429
Cl1 3.2882 0.6521 -0.6589
H1 -3.4288 0.1870 0.5240
H2 1.8567 1.0449 -3.0413
H3 0.0913 1.2964 -2.2920
H4 0.4538 0.0139 1.3672
H5 0.9370 -1.7674 1.0109
H6 -0.4070 -1.5100 2.2876
H7 1.2367 1.1942 0.0040
H8 -2.0548 0.1434 1.7266

Entry 3:
Density functional theory data (ωB97M-V/def2-TZVPD) for 2 unconnected molecules or ions with the total composition C4H8ClNO2.

As for the energy above the lowest of the compared OMol25 structures with the same formula, charge and spin: 373.2 kJ/mol. Its HOMO energy is -0.36551 hartree. The value obtained for the LUMO energy is 0.10 eV. As for the charge: 0. For the total energy, the calculation gives -22381.2366 eV. The gap between HOMO and LUMO is 10.04 eV. The largest force on an atom is 4.64 eV Å⁻¹.

Geometry (Å):
C1 -1.3611 0.0658 0.8379
C2 -0.1805 0.5940 -1.4337
C3 1.2148 0.6001 0.7310
C4 -0.0883 0.1659 0.0106
N1 0.3526 -1.7641 -0.1595
O1 0.6311 -2.0521 -1.3304
O2 0.1749 -2.4935 0.7438
Cl1 1.4891 2.3282 1.2871
H1 -2.2079 0.3438 0.2199
H2 -1.4907 -0.8743 1.3560
H3 -1.2861 0.6817 1.6909
H4 0.8233 0.7996 -1.7880
H5 -0.8366 1.3893 -1.6653
H6 -0.5044 -0.2762 -2.0269
H7 1.3366 0.1021 1.6759
H8 1.9333 0.3895 -0.1493

Entry 4:
Density functional theory data (ωB97M-V/def2-TZVPD) for 2 unconnected molecules or ions with the total composition C4H8ClNO3.

As for the energy above the lowest of the compared OMol25 structures with the same formula, charge and spin: 201.8 kJ/mol. Its HOMO energy is -0.30686 hartree. The value obtained for the LUMO energy is 0.53 eV. The SMILES is [H]/N=C\CO.OC(O)=CCl. As for the charge: 0. For the total energy, the calculation gives -24430.5298 eV. The gap between HOMO and LUMO is 8.88 eV. The largest force on an atom is 3.78 eV Å⁻¹.

Geometry (Å):
H1 -1.3451 0.7122 -0.6383
N1 -0.5838 1.0556 -0.1627
C1 -0.5283 0.9590 1.1027
C2 -1.5632 0.7533 2.0993
O1 -2.9128 0.4589 1.6732
H2 0.4737 1.2166 1.6265
H3 -1.1984 -0.0946 2.8801
H4 -1.5266 1.6805 2.7490
H5 -2.7949 0.1590 0.7346
O2 3.0415 -1.2072 -1.2577
C3 1.7889 -0.8044 -1.5534
O3 1.6450 0.5438 -1.7270
C4 0.8349 -1.7567 -1.6448
Cl1 -0.8065 -1.3596 -1.9731
H6 3.7364 -0.4718 -1.3435
H7 0.9020 0.8860 -1.1725
H8 0.8371 -2.7307 -1.3925

Entry 5:
Density functional theory data (ωB97M-V/def2-TZVPD) for 2 unconnected molecules or ions with the total composition C4H8ClNO3.

As for the energy above the lowest of the compared OMol25 structures with the same formula, charge and spin: 457.2 kJ/mol. Its HOMO energy (spin up / spin down) is -0.32542 / -0.32542 hartree. The value obtained for the LUMO energy (spin up / spin down) is -0.39 / -0.39 eV. As for the charge: 0. For the total energy, the calculation gives -24427.8832 eV. The gap between HOMO and LUMO (spin up / spin down) is 8.47 / 8.47 eV. The largest force on an atom is 3.41 eV Å⁻¹.

Geometry (Å):
C1 -1.0580 -2.0540 0.2672
C2 -0.7377 -0.6929 -0.3558
C3 0.3281 2.1573 -0.2144
C4 0.5013 -0.0861 0.2185
N1 1.7429 -0.2585 -0.4328
O1 2.7628 -0.0173 0.1884
O2 1.7096 -0.5651 -1.6157
O3 -0.9218 2.4443 0.1214
Cl1 0.6342 -0.0348 1.9549
H1 -0.2498 -2.7567 0.0797
H2 -1.9710 -2.4533 -0.1644
H3 -1.1974 -1.9589 1.3403
H4 -1.5794 -0.0106 -0.1905
H5 -0.5850 -0.7986 -1.4307
H6 1.1465 2.4412 0.4332
H7 0.4992 2.1414 -1.2817
H8 -1.0245 2.5026 1.0824

Entry 6:
Density functional theory data (ωB97M-V/def2-TZVPD) for 2 unconnected molecules or ions with the total composition C4H8ClNO4.

As for the energy above the lowest of the compared OMol25 structures with the same formula, charge and spin: 167.5 kJ/mol. Its HOMO energy (spin up / spin down) is -0.37895 / -0.36818 hartree. The value obtained for the LUMO energy (spin up / spin down) is -3.61 / -3.95 eV. As for the charge: 0. For the total energy, the calculation gives -26474.8312 eV. The gap between HOMO and LUMO (spin up / spin down) is 6.70 / 6.06 eV. The largest force on an atom is 2.70 eV Å⁻¹.

Geometry (Å):
C1 -0.6490 0.5905 1.4427
C2 -0.3975 1.0356 -0.0195
C3 0.9463 -0.9282 -1.0657
C4 0.8529 0.4793 -0.5302
N1 2.0569 1.2104 -0.3011
O1 3.0731 0.5730 -0.1293
O2 1.9660 2.4214 -0.2759
O3 -0.3026 -1.3886 -1.4460
O4 1.9189 -1.1180 -2.0031
Cl1 0.4343 1.0248 -3.4834
H1 -1.5333 1.0993 1.8112
H2 -0.8133 -0.4835 1.4787
H3 0.1939 0.8499 2.0764
H4 -1.2296 0.6730 -0.6240
H5 -0.3317 2.1260 -0.0415
H6 1.2453 -1.5485 -0.1909
H7 -0.4930 -1.0321 -2.3309
H8 1.7295 -0.5347 -2.7724

Entry 7:
Density functional theory data (ωB97M-V/def2-TZVPD) for a molecular structure, C4H8CsO2S.

As for the energy above the lowest of the compared OMol25 structures with the same formula, charge and spin: 102.7 kJ/mol. Its HOMO energy is -0.50080 hartree. The value obtained for the LUMO energy is -3.48 eV. As for the charge: +1. For the total energy, the calculation gives -19749.7537 eV. The gap between HOMO and LUMO is 10.15 eV. The largest force on an atom is 5.46 eV Å⁻¹.

Geometry (Å):
Cs1 -3.9340 7.5434 -23.4118
C1 -6.0059 13.2816 -23.3746
C2 -6.9697 12.1396 -23.6116
C3 -6.6647 11.0685 -22.5826
S1 -4.8730 11.1043 -22.2207
O1 -4.2688 10.4144 -23.2931
O2 -4.6830 10.7899 -20.8273
C4 -4.6945 12.9304 -22.5142
H1 -6.6849 13.9942 -22.9063
H2 -5.7732 13.7271 -24.3418
H3 -6.8331 11.7839 -24.6328
H4 -8.0201 12.3768 -23.7808
H5 -7.1080 10.0859 -22.7439
H6 -7.1547 11.5062 -21.7129
H7 -3.6931 13.0481 -22.9282
H8 -4.8275 13.3931 -21.5363

Entry 8:
Density functional theory data (ωB97M-V/def2-TZVPD) for C4H8F2 in the gas phase.

As for the energy above the lowest of the compared OMol25 structures with the same formula, charge and spin: 137.1 kJ/mol. Its HOMO energy is -0.40720 hartree. The value obtained for the LUMO energy is 1.02 eV. The SMILES is FCCCCF. As for the charge: 0. For the total energy, the calculation gives -9711.7797 eV. The gap between HOMO and LUMO is 12.10 eV. The largest force on an atom is 2.93 eV Å⁻¹.

Geometry (Å):
F1 -2.7480 -0.6924 -0.2640
C1 -1.4252 -0.6706 0.2926
C2 -0.7715 0.6838 -0.1264
C3 0.7504 0.7363 0.1669
C4 1.5601 -0.4594 -0.3161
F2 0.9706 -1.6163 0.0551
H1 -0.8960 -1.5519 -0.0638
H2 -1.5050 -0.5552 1.4471
H3 -1.2122 1.6261 0.2841
H4 -0.9819 1.0051 -1.1658
H5 0.9465 0.7426 1.2411
H6 1.1346 1.6296 -0.2511
H7 2.5496 -0.3621 0.1000
H8 1.6280 -0.5157 -1.3996

Entry 9:
Density functional theory data (ωB97M-V/def2-TZVPD) for 2 unconnected molecules or ions with the total composition C4H8F2N2O.

As for the energy above the lowest of the compared OMol25 structures with the same formula, charge and spin: 196.9 kJ/mol. Its HOMO energy is -0.28218 hartree. The value obtained for the LUMO energy is 0.90 eV. The SMILES is NC(O)=C(F)F.[H]/N=C/C. As for the charge: 0. For the total energy, the calculation gives -14738.0230 eV. The gap between HOMO and LUMO is 8.58 eV. The largest force on an atom is 4.36 eV Å⁻¹.

Geometry (Å):
N1 -2.6787 -1.9818 -0.8108
C1 -1.8769 -0.8565 -0.5222
O1 -0.8237 -0.7332 -1.2940
C2 -2.4715 0.0884 0.2906
F1 -1.9194 1.2397 0.5943
F2 -3.3992 -0.1012 1.3399
H1 -3.5333 -2.1397 -0.3492
H2 -2.1863 -2.8230 -0.9168
H3 -0.1896 0.0132 -1.1298
H4 -0.1530 2.6473 -1.1946
N2 0.2936 1.8096 -0.9335
C3 0.8536 1.7553 0.2093
C4 1.5981 0.5125 0.6604
H5 0.8626 2.6463 0.6811
H6 1.0274 -0.3080 0.1913
H7 1.4939 0.4628 1.7376
H8 2.6705 0.5699 0.4037

Entry 10:
Density functional theory data (ωB97M-V/def2-TZVPD) for 2 unconnected molecules or ions with the total composition C4H8F2O2.

Its HOMO energy (spin up / spin down) is -0.22785 / -0.41702 hartree. As for the spin multiplicity: 3. The value obtained for the LUMO energy (spin up / spin down) is 0.90 / -4.08 eV. As for the charge: 0. For the total energy, the calculation gives -13801.9593 eV. The gap between HOMO and LUMO (spin up / spin down) is 7.10 / 7.27 eV. The largest force on an atom is 11.99 eV Å⁻¹.

Geometry (Å):
C1 2.8644 -1.0039 0.0311
C2 -3.0060 0.1232 -0.1594
C3 2.6479 0.4586 -0.0348
C4 -1.6084 0.2526 0.1515
O1 2.9148 1.2865 -0.8276
O2 -1.0481 1.2556 -0.6298
F1 1.6080 0.7189 0.8631
F2 -0.8073 -0.9088 -0.0261
H1 3.4087 -1.5069 -0.7222
H2 3.2669 -1.3571 1.0059
H3 1.8010 -1.4519 0.0741
H4 -3.2982 0.4400 -1.2404
H5 -3.3238 -0.9019 -0.0339
H6 -3.7063 0.7223 0.5229
H7 -1.5364 0.3769 1.2153
H8 -0.1773 1.4959 -0.1895

Entry 11:
Density functional theory data (ωB97M-V/def2-TZVPD) for C4H8FIO in the gas phase.

As for the energy above the lowest of the compared OMol25 structures with the same formula, charge and spin: 412.7 kJ/mol. Its HOMO energy (spin up / spin down) is -0.29093 / -0.29108 hartree. The value obtained for the LUMO energy (spin up / spin down) is -0.35 / -0.35 eV. As for the charge: 0. For the total energy, the calculation gives -17138.4211 eV. The gap between HOMO and LUMO (spin up / spin down) is 7.57 / 7.57 eV. The largest force on an atom is 4.38 eV Å⁻¹.

Geometry (Å):
C1 -2.4140 -0.2006 0.4427
C2 3.3800 0.2651 0.6965
C3 -1.2609 0.0354 -0.6233
C4 -0.3265 -1.1770 -0.6963
O1 -0.5720 1.2212 -0.3593
F1 0.0221 -1.3919 -1.9932
I1 1.4451 -0.9735 0.5422
H1 -3.2720 -0.6813 0.0493
H2 -2.0578 -0.7903 1.2600
H3 -2.8716 0.7075 0.6632
H4 3.8078 0.1567 1.6105
H5 4.0412 -0.3136 0.0116
H6 3.3395 1.2207 0.2169
H7 -1.9658 0.0141 -1.4970
H8 -1.2952 1.9077 -0.3238

Entry 12:
Density functional theory data (ωB97M-V/def2-TZVPD) for 2 unconnected molecules or ions with the total composition C4H8FN.

As for the energy above the lowest of the compared OMol25 structures with the same formula, charge and spin: 632.3 kJ/mol. Its HOMO energy (spin up / spin down) is -0.34590 / -0.29752 hartree. The value obtained for the LUMO energy (spin up / spin down) is 0.35 / 0.07 eV. As for the charge: 0. For the total energy, the calculation gives -8478.4844 eV. The gap between HOMO and LUMO (spin up / spin down) is 9.76 / 8.17 eV. The largest force on an atom is 3.12 eV Å⁻¹.

Geometry (Å):
C1 -0.6679 0.4087 0.0458
C2 0.0590 0.7260 -0.9460
C3 -2.0393 1.0396 0.2864
C4 2.4170 -0.9876 0.2714
N1 2.5450 0.2173 -0.4785
F1 3.0040 1.2467 0.3320
H1 -0.4465 -0.3022 0.8734
H2 0.1508 1.1379 -1.9241
H3 -1.8330 2.0564 0.0530
H4 -2.8262 0.6586 -0.4070
H5 -2.3567 1.0232 1.3534
H6 3.3739 -1.5161 0.3627
H7 2.0861 -0.9002 1.3158
H8 1.8271 -1.8150 -0.2043

- Which value of charge does entry 2 give?
  0

- largest force on an atom of number 7 (C4H8CsO2S)?
  5.46 eV Å⁻¹

Repeat the fifth record exactly.
Density functional theory data (ωB97M-V/def2-TZVPD) for 2 unconnected molecules or ions with the total composition C4H8ClNO3.

As for the energy above the lowest of the compared OMol25 structures with the same formula, charge and spin: 457.2 kJ/mol. Its HOMO energy (spin up / spin down) is -0.32542 / -0.32542 hartree. The value obtained for the LUMO energy (spin up / spin down) is -0.39 / -0.39 eV. As for the charge: 0. For the total energy, the calculation gives -24427.8832 eV. The gap between HOMO and LUMO (spin up / spin down) is 8.47 / 8.47 eV. The largest force on an atom is 3.41 eV Å⁻¹.

Geometry (Å):
C1 -1.0580 -2.0540 0.2672
C2 -0.7377 -0.6929 -0.3558
C3 0.3281 2.1573 -0.2144
C4 0.5013 -0.0861 0.2185
N1 1.7429 -0.2585 -0.4328
O1 2.7628 -0.0173 0.1884
O2 1.7096 -0.5651 -1.6157
O3 -0.9218 2.4443 0.1214
Cl1 0.6342 -0.0348 1.9549
H1 -0.2498 -2.7567 0.0797
H2 -1.9710 -2.4533 -0.1644
H3 -1.1974 -1.9589 1.3403
H4 -1.5794 -0.0106 -0.1905
H5 -0.5850 -0.7986 -1.4307
H6 1.1465 2.4412 0.4332
H7 0.4992 2.1414 -1.2817
H8 -1.0245 2.5026 1.0824

Please write out number 4 again, unchanged.
Density functional theory data (ωB97M-V/def2-TZVPD) for 2 unconnected molecules or ions with the total composition C4H8ClNO3.

As for the energy above the lowest of the compared OMol25 structures with the same formula, charge and spin: 201.8 kJ/mol. Its HOMO energy is -0.30686 hartree. The value obtained for the LUMO energy is 0.53 eV. The SMILES is [H]/N=C\CO.OC(O)=CCl. As for the charge: 0. For the total energy, the calculation gives -24430.5298 eV. The gap between HOMO and LUMO is 8.88 eV. The largest force on an atom is 3.78 eV Å⁻¹.

Geometry (Å):
H1 -1.3451 0.7122 -0.6383
N1 -0.5838 1.0556 -0.1627
C1 -0.5283 0.9590 1.1027
C2 -1.5632 0.7533 2.0993
O1 -2.9128 0.4589 1.6732
H2 0.4737 1.2166 1.6265
H3 -1.1984 -0.0946 2.8801
H4 -1.5266 1.6805 2.7490
H5 -2.7949 0.1590 0.7346
O2 3.0415 -1.2072 -1.2577
C3 1.7889 -0.8044 -1.5534
O3 1.6450 0.5438 -1.7270
C4 0.8349 -1.7567 -1.6448
Cl1 -0.8065 -1.3596 -1.9731
H6 3.7364 -0.4718 -1.3435
H7 0.9020 0.8860 -1.1725
H8 0.8371 -2.7307 -1.3925